# 1
# C5H7IN2O

One molecule with the formula C5H7IN2O (ωB97M-V/def2-TZVPD, the OMol25 dataset).

Cartesian coordinates (Å):
C -0.215 0.001 -2.020
C -0.478 -0.290 -0.538
C -1.635 -0.621 0.074
C -1.376 -0.525 1.529
O -2.157 -0.789 2.406
N -0.106 0.109 1.622
I 1.171 -1.109 3.228
N 0.485 0.036 0.455
C 1.642 0.809 0.188
H 0.076 1.049 -2.172
H -1.232 -0.196 -2.450
H 0.552 -0.624 -2.465
H -2.592 -0.927 -0.216
H 1.646 1.138 -0.901
H 1.675 1.784 0.785
H 2.541 0.154 0.475

charge	0
LUMO (alpha / beta)	-0.064 / -0.063	Eh
structure (SMILES)	Cc1cc(=O)n(I)n1C
spin multiplicity	1


# 2
# C20H38LiN2O13

C20H38LiN2O13 as an isolated structure (ωB97M-V/def2-TZVPD, the OMol25 dataset).

Cartesian coordinates (Å):
C -5.358 3.525 -0.291
C -4.405 2.358 -0.457
N -2.979 2.549 -0.226
C -2.310 3.411 -1.247
C -2.781 3.262 1.046
C -3.272 2.592 2.346
C -2.294 1.282 -0.235
C -2.302 0.511 -1.592
O -1.489 -0.592 -1.449
C -1.464 -1.362 -2.527
H -6.341 3.292 -0.685
H -5.178 4.582 -0.860
H -5.608 3.886 0.803
H -4.755 1.907 -1.448
H -4.688 1.679 0.252
H -1.327 3.220 -1.356
H -2.482 4.430 -1.168
H -2.772 3.307 -2.206
H -3.335 4.303 1.044
H -1.748 3.552 1.035
H -2.536 1.823 2.616
H -4.286 2.412 2.544
H -2.801 3.252 3.101
H -2.555 0.584 0.465
H -1.233 1.510 0.165
H -1.939 1.132 -2.368
H -3.242 0.144 -1.866
H -1.021 -0.872 -3.470
H -2.482 -1.841 -2.936
H -0.764 -2.225 -2.347
Li 0.415 -1.272 -0.467
N -0.890 -2.046 1.826
O -0.690 -0.822 1.913
O -1.086 -2.769 2.758
O -1.004 -2.540 0.618
C 3.291 -0.858 -5.939
C 2.406 -2.049 -5.327
C 3.283 -2.986 -4.550
O 3.051 -2.584 -3.285
C 2.004 -1.828 -3.092
O 1.338 -1.572 -2.030
O 1.482 -1.542 -4.331
H 2.659 -0.067 -6.255
H 4.004 -0.951 -6.867
H 3.733 -0.473 -5.256
H 1.802 -2.630 -6.035
H 4.293 -2.883 -4.862
H 2.742 -3.990 -4.656
C 3.203 -4.386 4.515
C 3.762 -4.299 3.013
C 3.233 -5.475 2.188
O 2.496 -4.856 1.131
C 2.552 -3.485 1.258
O 1.994 -2.765 0.356
O 3.174 -3.149 2.323
H 3.622 -3.633 5.198
H 3.173 -5.376 5.063
H 2.108 -4.256 4.665
H 4.824 -4.124 2.966
H 2.590 -6.265 3.009
H 3.963 -5.849 1.751
C 0.127 3.387 3.362
C 1.111 3.179 2.312
C 2.472 2.531 2.761
O 2.623 1.435 1.806
C 1.537 1.228 1.113
O 1.369 0.322 0.265
O 0.656 2.255 1.253
H -0.867 3.714 3.072
H 0.423 4.117 3.931
H -0.062 2.543 3.977
H 1.232 4.083 1.764
H 2.393 2.264 3.727
H 3.206 3.111 2.374

charge	+1
LUMO	-0.076	Eh
spin multiplicity	1


# 3
# C24H37N3OPbS4

C24H37N3OPbS4 as an isolated structure (ωB97M-V/def2-TZVPD, the OMol25 dataset).

Cartesian coordinates (Å):
Pb -1.273 0.048 -0.317
C 0.764 -0.251 -3.786
C -0.329 0.652 -4.346
S -1.407 1.446 -3.114
C -3.068 1.037 -3.712
C -3.422 -0.432 -3.881
S -3.222 -1.438 -2.388
C -2.224 -2.836 -2.973
C -0.914 -2.528 -3.675
S 0.264 -1.585 -2.674
H 1.486 0.328 -3.207
H 1.320 -0.673 -4.625
H -0.971 0.108 -5.038
H 0.142 1.448 -4.923
H -3.223 1.551 -4.662
H -3.744 1.519 -3.003
H -2.830 -0.885 -4.674
H -4.461 -0.496 -4.203
H -2.848 -3.445 -3.629
H -2.050 -3.433 -2.076
H -1.081 -1.997 -4.612
H -0.453 -3.478 -3.947
C -3.553 0.518 2.330
C -4.200 0.936 1.018
N -3.279 1.710 0.158
C -2.865 3.018 0.710
C -1.356 3.225 0.645
N -0.615 2.060 1.166
C -0.789 1.825 2.621
C -1.154 0.388 2.976
N -2.247 -0.143 2.136
H -3.420 1.383 2.980
H -4.244 -0.141 2.858
H -4.502 0.050 0.453
H -5.111 1.502 1.240
H -3.754 1.869 -0.723
H -3.346 3.833 0.167
H -3.217 3.099 1.738
H -1.045 3.374 -0.392
H -1.105 4.139 1.192
H 0.371 2.205 0.978
H 0.129 2.080 3.154
H -1.546 2.515 2.993
H -0.294 -0.265 2.835
H -1.417 0.360 4.040
H -2.342 -1.131 2.344
O 0.954 -0.651 0.694
S 2.198 0.128 1.104
C 2.622 -0.452 2.722
C 2.499 -1.801 3.038
C 2.843 -2.218 4.311
C 3.312 -1.297 5.244
C 3.430 0.045 4.917
C 3.077 0.479 3.644
C 3.521 -0.534 0.126
C 3.354 -1.734 -0.548
C 4.420 -2.231 -1.284
C 5.620 -1.533 -1.333
C 5.766 -0.329 -0.658
C 4.707 0.185 0.074
H 2.139 -2.504 2.298
H 2.759 -3.262 4.578
H 3.589 -1.632 6.234
H 3.794 0.754 5.647
H 3.164 1.525 3.375
H 2.408 -2.256 -0.505
H 4.315 -3.165 -1.819
H 6.448 -1.930 -1.906
H 6.700 0.213 -0.706
H 4.807 1.129 0.598

charge	+2
LUMO	-0.197	Eh
spin multiplicity	1


Number 1: strongest force on any atom 3.93 eV Å⁻¹. Number 2: strongest force on any atom 11.48 eV Å⁻¹. Number 3: strongest force on any atom 0.37 eV Å⁻¹.